The following is a DFT calculation (the ωB97M-V functional and the def2-TZVPD basis) of a 2-piece molecular cluster, C8H15NO2 overall at a distorted geometry.

ORCA input file:
```
! wB97M-V def2-TZVPD RIJCOSX def2/J DEFGRID3
* xyz 0 1
C -1.43 0.05 3.78
C -0.28 0.86 3.23
O 0.94 0.69 3.98
C 0.05 0.45 1.82
N 0.43 -0.96 1.79
H -1.50 0.21 4.86
H -2.38 0.34 3.31
H -1.25 -1.01 3.61
H -0.55 1.93 3.22
H 0.76 0.94 4.88
H -0.84 0.63 1.20
H 0.85 1.13 1.45
H 0.50 -1.30 0.84
H 1.39 -1.01 2.18
O 0.12 0.08 -0.96
C 0.25 -0.11 -2.16
C 0.79 0.89 -3.18
C 0.72 0.15 -4.48
C 0.04 -0.98 -4.37
C -0.28 -1.30 -2.93
H 0.14 1.78 -3.21
H 1.82 1.23 -2.95
H 1.11 0.58 -5.39
H -0.25 -1.62 -5.20
H 0.23 -2.22 -2.56
H -1.36 -1.42 -2.75
*
```

* relative energy (zero: lowest compared OMol25 entry of this formula, charge and spin): 2.0354 eV
* structure (SMILES): C[C@@H](O)CN.O=C1CC=CC1
* LUMO energy: 0.81 eV

Atom charges from the Löwdin analysis, given in e for atoms 1 to 2:
1. C -0.06
2. C -0.46